{"formula": "C39H41N9O3Ti", "method": "ωB97M-V/def2-TZVPD", "elements": ["Ti", "C", "O", "C", "N", "C", "C", "C", "C", "C", "C", "C", "C", "C", "C", "C", "C", "N", "C", "N", "C", "C", "O", "C", "C", "C", "C", "C", "C", "H", "H", "H", "H", "H", "H", "H", "H", "H", "H", "H", "H", "H", "H", "H", "H", "H", "H", "H", "C", "N", "N", "C", "O", "C", "C", "C", "C", "C", "C", "C", "C", "C", "H", "H", "H", "H", "H", "H", "H", "H", "H", "H", "H", "H", "C", "C", "C", "C", "N", "C", "N", "N", "N", "H", "H", "H", "H", "H", "H", "H", "H", "H", "H"], "xyz": [[-0.623, -1.175, -0.102], [-4.461, -0.899, -2.365], [-4.447, -1.998, -1.389], [-3.301, -1.926, -0.782], [-2.512, -0.946, -1.036], [-3.310, 0.011, -1.880], [-3.908, 1.190, -1.131], [-4.415, 1.066, 0.159], [-5.133, 2.109, 0.733], [-5.356, 3.278, 0.016], [-4.833, 3.413, -1.262], [-4.102, 2.377, -1.829], [-2.902, -2.925, 0.231], [-3.657, -3.968, 0.709], [-3.084, -4.801, 1.666], [-1.782, -4.569, 2.089], [-1.115, -3.482, 1.567], [-1.674, -2.664, 0.680], [0.305, -3.151, 1.819], [0.895, -2.163, 1.243], [2.365, -2.413, 1.492], [2.297, -3.322, 2.725], [0.987, -3.962, 2.577], [3.400, -1.248, 1.560], [4.297, -1.392, 2.784], [5.352, -0.653, 3.134], [5.933, 0.506, 2.447], [5.482, 1.010, 1.304], [4.310, 0.464, 0.542], [-5.428, -0.416, -2.314], [-4.313, -1.334, -3.350], [-2.702, 0.354, -2.708], [-4.278, 0.155, 0.729], [-5.538, 1.999, 1.732], [-5.945, 4.077, 0.449], [-5.006, 4.321, -1.828], [-3.709, 2.481, -2.837], [-4.663, -4.126, 0.337], [-3.644, -5.637, 2.067], [-1.288, -5.217, 2.803], [2.670, -3.031, 0.646], [2.270, -2.780, 3.666], [3.053, -4.095, 2.751], [4.083, -2.210, 3.460], [5.855, -0.951, 4.049], [6.792, 0.970, 2.922], [5.977, 1.872, 0.867], [4.154, 1.055, -0.357], [3.802, -0.896, -4.205], [2.473, -1.438, -3.894], [1.887, -1.368, -2.661], [0.646, -1.886, -2.759], [-0.104, -1.961, -1.684], [0.437, -2.300, -4.060], [1.606, -2.002, -4.746], [1.954, -2.232, -6.175], [2.466, -0.902, -1.433], [3.604, -1.440, -0.997], [4.309, -1.071, 0.275], [2.986, 0.257, 1.379], [1.866, 0.602, 0.466], [1.646, 0.125, -0.763], [4.514, -1.701, -4.377], [4.147, -0.283, -3.381], [3.735, -0.278, -5.096], [-0.450, -2.765, -4.461], [1.166, -2.800, -6.662], [2.889, -2.790, -6.265], [2.077, -1.288, -6.711], [4.054, -2.222, -1.603], [5.278, -1.557, 0.343], [2.933, 0.808, 2.312], [1.281, 1.456, 0.776], [0.924, 0.630, -1.391], [-2.799, 5.199, 1.919], [-1.280, 5.076, 1.850], [-0.659, 4.978, 3.252], [-0.788, 4.010, 0.877], [-1.096, 2.586, 1.211], [-1.246, 1.963, 2.400], [-1.257, 0.672, 2.202], [-1.114, 0.551, 0.874], [-1.018, 1.684, 0.260], [-3.070, 6.095, 2.480], [-3.247, 4.341, 2.432], [-3.243, 5.282, 0.923], [-0.890, 5.985, 1.388], [-1.212, 4.291, 3.899], [-0.706, 5.952, 3.739], [0.396, 4.680, 3.227], [0.299, 4.078, 0.817], [-1.191, 4.167, -0.119], [-1.352, 2.455, 3.353]], "atomic_forces_ev_per_a": [[1.6617, 0.1450, -0.8229], [0.1718, -0.0485, -0.0515], [-0.3597, -0.1610, -0.0930], [-0.0249, 0.0508, 0.1408], [-0.9386, 0.8548, -0.1150], [-0.1700, -0.3119, 0.1354], [0.3539, -0.0233, 0.0801], [-0.0142, 0.0568, 0.0846], [0.0508, -0.0327, -0.0330], [0.0067, 0.0237, 0.0433], [0.0212, 0.0584, -0.0596], [0.0153, 0.0015, -0.0713], [-0.2406, 0.2820, -0.1582], [-0.3046, -0.2245, -0.0897], [-0.0872, -0.0632, 0.0262], [0.0694, -0.2014, 0.2368], [0.3350, 0.0136, 0.1152], [-0.8954, -1.2900, 0.6067], [-0.2934, -0.1118, 0.0490], [0.0984, 0.2359, -0.0417], [0.0937, 0.1302, 0.1561], [-0.1836, 0.0516, -0.1097], [0.2907, -0.0615, 0.1392], [-0.0691, 0.0481, -0.1406], [-0.0724, -0.0049, -0.0894], [0.1231, 0.1253, -0.0064], [0.0030, -0.0992, 0.1728], [-0.0969, -0.0413, -0.1534], [0.0412, -0.1123, 0.1206], [-0.1155, -0.0328, 0.0558], [0.0780, -0.1010, 0.0040], [0.0897, 0.0702, -0.1155], [0.0190, -0.0647, -0.0064], [-0.0023, -0.0028, -0.0407], [0.0451, -0.0412, -0.0130], [0.0204, -0.0651, 0.0460], [-0.0438, 0.0069, 0.0758], [0.0874, -0.0321, 0.0210], [0.0197, 0.0534, -0.0315], [-0.0550, 0.0462, -0.0400], [0.0121, -0.1008, -0.1295], [-0.1020, 0.0162, 0.0823], [0.0195, -0.1249, 0.0161], [0.0605, 0.1200, -0.1023], [-0.0278, 0.0324, -0.0759], [-0.0950, -0.0615, -0.0404], [-0.0528, -0.0893, 0.0405], [-0.0097, 0.0351, -0.0035], [-0.1235, -0.0730, 0.0122], [0.3447, 0.0940, -0.0905], [0.1482, 0.1786, 0.1503], [-0.2351, -0.1546, 0.3722], [0.7170, -0.2486, -0.8813], [-0.2977, -0.0986, -0.1551], [0.1295, -0.0361, -0.1798], [0.0546, 0.0240, 0.0155], [-0.2440, 0.0371, -0.1291], [0.2851, -0.1278, 0.1774], [-0.1300, 0.1137, 0.0261], [0.1206, -0.1397, 0.0221], [0.2321, 0.1137, 0.3218], [0.2992, -0.1171, -0.4235], [-0.0292, -0.0546, 0.0355], [-0.0461, 0.0352, 0.0658], [-0.0666, 0.0071, -0.0347], [0.1269, 0.0325, 0.0462], [0.0033, 0.0126, 0.0134], [-0.0588, 0.0186, 0.0176], [-0.0242, -0.0160, 0.0419], [-0.0287, 0.0158, 0.0550], [0.0237, -0.0431, -0.0390], [-0.0768, 0.0639, 0.0541], [-0.0697, -0.0103, 0.0342], [-0.2092, 0.1403, -0.1402], [-0.0316, -0.0437, -0.0511], [-0.0698, -0.1161, 0.1980], [0.0497, 0.0595, -0.0688], [-0.0162, 0.0651, 0.1083], [0.1466, 0.7483, 0.0779], [-0.1239, 0.3027, 0.0981], [0.0173, -0.1582, -0.4448], [-0.1361, 0.6640, 0.6044], [-0.1542, -0.1127, 0.5510], [0.0039, -0.0965, -0.0127], [-0.0082, 0.0605, -0.0757], [0.0337, -0.0327, 0.0966], [0.0135, 0.0722, -0.0157], [0.0711, 0.1268, -0.0130], [-0.0085, -0.0419, -0.0040], [-0.1274, 0.0208, -0.0026], [0.0478, -0.1531, -0.0321], [-0.1256, -0.0482, -0.0522], [0.0398, -0.0385, -0.1635]], "homo_energy_ev": [-15.18, -15.20], "multiplicity": 2, "mol_weight_da": 731.7, "total_charge": 3, "fmax_ev_per_a": 1.9}